# C43H88Br3N7O7

A molecular structure, C43H88Br3N7O7 at a distorted geometry (ωB97M-V with the def2-TZVPD basis set, the Open Molecules 2025 dataset).

Structure (XYZ):
```
148
Properties=species:S:1:pos:R:3:forces:R:3:mulliken_spin:R:1
C -0.449 4.623 5.142 1.1 0.2 0.1 0.000
Br -0.230 3.332 3.588 -0.5 1.5 1.2 0.000
Br 1.014 5.982 5.157 -0.8 -0.9 -0.2 0.000
Br -0.472 3.665 6.809 0.1 -0.1 -0.2 0.000
H -1.352 5.232 5.194 0.0 -0.5 -0.9 0.000
C 2.123 -6.840 -1.687 -0.4 -0.2 0.1 0.015
C 1.508 -5.930 -0.580 1.6 -0.7 -1.0 -0.001
C 2.757 -5.237 0.053 -0.3 1.6 1.7 0.011
C 2.347 -3.918 0.805 -0.8 -1.4 -1.4 -0.003
C 1.661 -3.051 -0.256 0.7 0.2 1.3 0.024
C 0.411 -3.618 -0.934 0.2 1.9 -0.3 0.011
N 0.625 -5.005 -1.299 -4.7 -1.5 -2.8 0.334
O -0.548 -5.622 -2.008 4.9 2.5 3.0 0.605
C -0.826 -3.392 -0.087 -0.6 0.3 0.2 0.029
C 0.208 -2.623 -2.164 0.8 -1.5 -1.8 0.022
C 0.794 -6.718 0.536 -0.2 -0.2 -0.8 0.025
H 2.870 -7.497 -1.240 -0.2 -0.2 0.0 -0.001
H 2.657 -6.270 -2.447 0.0 0.4 0.2 -0.002
H 1.369 -7.390 -2.250 -0.1 -0.2 0.4 -0.001
H 3.166 -5.893 0.820 -0.1 -0.4 -0.2 -0.001
H 3.606 -4.987 -0.584 -0.4 -0.2 -0.7 0.000
H 3.156 -3.361 1.279 0.1 -0.3 -0.1 0.000
H 1.625 -4.246 1.552 0.0 0.4 0.4 -0.001
H 2.435 -2.797 -0.981 -0.1 0.0 -0.3 0.001
H 1.384 -2.134 0.265 -0.2 0.3 -0.4 0.000
H -1.706 -3.429 -0.728 -0.1 -0.3 0.2 0.003
H -0.970 -4.032 0.783 0.2 -0.2 -0.1 -0.005
H -0.749 -2.361 0.258 -0.1 0.1 0.2 -0.001
H -0.628 -2.840 -2.829 -0.5 -0.2 0.6 -0.009
H 0.265 -1.539 -2.059 -0.3 0.0 1.3 0.011
H 1.035 -2.774 -2.858 0.5 -0.4 0.0 -0.004
H 1.494 -7.464 0.913 0.1 0.3 0.4 0.002
H -0.046 -7.310 0.175 -0.1 0.3 -0.3 -0.002
H 0.414 -6.039 1.299 0.2 -0.2 0.2 -0.005
C 3.196 1.158 7.934 -0.6 -0.1 -1.6 0.031
C 3.129 -0.414 7.720 1.6 0.0 1.1 0.000
C 1.826 -0.986 8.253 -0.8 1.6 0.8 0.010
C 0.596 -0.758 7.399 0.2 -1.3 -1.0 -0.001
C 0.919 -1.293 5.998 -0.2 1.3 -0.1 0.020
C 2.161 -0.615 5.332 -1.4 -2.2 -1.8 0.035
N 3.312 -0.748 6.253 3.4 2.5 -2.2 0.306
O 4.524 -0.357 5.582 -4.2 -1.4 3.1 0.622
C 2.431 -1.567 4.099 0.6 0.4 0.4 0.003
C 1.707 0.774 4.783 0.4 -0.2 1.3 0.013
C 4.196 -1.052 8.642 1.1 0.6 -0.2 0.003
H 2.183 1.467 7.678 0.1 0.6 -0.1 -0.004
H 3.909 1.615 7.249 -0.2 -0.3 -0.6 -0.005
H 3.473 1.727 8.822 -0.2 -1.3 0.9 0.001
H 1.930 -1.998 8.645 0.0 -0.2 -0.6 -0.001
H 1.699 -0.364 9.140 -0.1 -0.2 0.4 -0.001
H 0.243 0.270 7.326 0.3 0.1 0.2 0.000
H -0.239 -1.354 7.766 -0.1 0.1 0.3 0.000
H 0.102 -0.996 5.341 -0.2 -0.4 -0.1 0.000
H 0.998 -2.380 5.987 0.2 0.0 0.1 -0.002
H 2.903 -2.472 4.482 0.1 0.0 -0.1 -0.017
H 1.536 -1.881 3.561 -0.4 0.2 0.3 -0.001
H 3.076 -1.123 3.341 0.2 0.1 0.2 0.007
H 1.383 1.326 5.666 0.4 0.7 -0.2 -0.009
H 2.439 1.294 4.165 0.3 0.0 0.5 -0.008
H 0.791 0.771 4.191 0.1 -0.9 -0.1 0.001
H 5.150 -0.570 8.428 0.3 -0.4 -0.3 0.002
H 4.298 -2.136 8.687 -0.1 0.0 -0.8 -0.005
H 4.055 -0.805 9.694 -0.7 0.4 -0.1 0.000
C -5.754 1.279 -5.469 0.7 0.4 0.5 -0.004
C -6.378 2.245 -4.412 1.1 -0.5 -0.9 -0.024
C -7.751 1.663 -4.234 -1.6 -0.7 2.2 0.017
C -8.456 2.113 -2.900 -0.4 0.8 -3.1 -0.014
C -7.503 2.269 -1.793 -1.6 -1.9 0.8 0.031
C -6.256 3.085 -2.044 -0.3 -0.4 2.9 -0.022
N -5.535 2.406 -3.165 3.8 0.8 -1.4 0.463
O -4.069 2.552 -3.382 -6.2 -0.4 1.1 0.498
C -6.539 4.606 -2.130 0.6 0.1 -0.8 0.029
C -5.507 2.908 -0.701 1.8 0.4 -1.3 -0.012
C -6.607 3.592 -5.085 0.8 1.3 -0.2 0.037
H -5.471 0.302 -5.079 -0.4 0.1 0.4 -0.001
H -4.837 1.637 -5.937 -0.1 0.5 -0.1 0.001
H -6.535 1.144 -6.217 0.3 -0.1 -0.1 0.000
H -8.345 1.892 -5.118 0.0 0.5 0.1 -0.001
H -7.814 0.575 -4.246 0.8 -0.3 0.2 0.001
H -9.257 1.397 -2.715 0.0 0.2 0.3 0.000
H -8.885 3.098 -3.090 -0.5 0.0 -0.1 0.000
H -7.376 1.245 -1.443 1.5 -0.3 -0.1 -0.003
H -8.138 2.544 -0.951 0.5 1.3 0.3 -0.001
H -5.705 5.030 -2.689 -0.3 0.3 -0.5 0.001
H -7.518 4.871 -2.529 0.2 -0.1 -0.4 0.000
H -6.447 5.148 -1.189 -0.2 -0.6 0.4 0.000
H -5.984 3.272 0.209 -0.7 -0.4 -0.4 -0.001
H -5.150 1.878 -0.664 0.0 0.0 0.4 0.000
H -4.665 3.591 -0.809 0.6 -0.3 0.2 0.003
H -6.783 3.357 -6.135 0.1 0.5 0.0 -0.001
H -5.786 4.292 -4.930 0.8 -0.5 -0.7 0.001
H -7.361 4.297 -4.732 -0.9 -0.9 0.3 -0.002
C 6.021 1.938 1.129 -1.1 -0.6 -0.9 0.013
C 4.970 1.535 -0.025 -1.4 2.1 1.6 0.031
C 4.303 2.878 -0.522 0.3 -0.2 2.0 0.017
C 3.442 2.707 -1.723 1.5 1.0 0.9 -0.010
C 4.437 2.409 -2.824 -1.2 -2.9 -0.9 0.008
C 5.241 0.967 -2.624 -1.0 0.8 -0.5 -0.007
N 5.678 0.954 -1.148 2.0 -6.0 0.3 0.257
O 6.343 -0.325 -0.715 -2.5 5.0 -2.2 0.668
C 4.338 -0.246 -3.072 0.6 -0.1 0.6 0.032
C 6.360 0.925 -3.717 -0.1 0.1 0.6 0.009
C 3.682 0.773 0.635 3.0 -1.3 -0.6 0.032
H 5.394 2.428 1.873 0.4 0.5 0.0 0.000
H 6.836 2.542 0.730 -0.4 0.5 -0.1 -0.003
H 6.573 1.166 1.665 -0.6 -0.7 -0.4 0.000
H 3.628 3.163 0.285 0.6 0.5 0.4 0.000
H 5.126 3.580 -0.657 -0.3 0.5 -0.2 -0.005
H 2.860 3.592 -1.977 0.3 0.5 0.1 -0.001
H 2.642 2.016 -1.456 0.3 -0.9 -0.6 0.003
H 5.147 3.174 -3.138 -0.2 0.2 0.7 -0.002
H 3.634 2.379 -3.561 1.0 -0.9 -1.7 -0.001
H 4.855 -1.205 -3.079 0.6 0.1 0.9 0.001
H 3.453 -0.404 -2.456 -0.3 0.3 -0.2 -0.014
H 4.184 -0.229 -4.151 -0.8 0.8 0.0 0.002
H 6.851 -0.036 -3.870 -0.1 -0.2 0.6 0.001
H 5.793 1.069 -4.637 0.2 0.4 -0.1 0.001
H 7.157 1.664 -3.636 -0.3 0.2 0.2 -0.004
H 3.198 1.217 1.505 0.0 0.9 -0.6 -0.002
H 4.195 -0.059 1.118 -0.4 -0.8 -0.3 -0.014
H 3.015 0.428 -0.155 -0.2 0.0 0.4 -0.013
O 0.263 -0.519 -4.544 0.2 -3.3 -0.2 0.787
C 0.071 0.672 -4.514 0.1 4.3 -0.7 -0.016
N 0.468 1.462 -3.572 0.4 0.0 1.4 0.027
C -0.654 1.298 -5.685 -0.7 -1.3 -1.2 0.109
H 0.345 2.464 -3.546 -0.2 -0.1 -0.5 0.001
H 0.840 1.053 -2.726 0.3 -0.1 0.7 0.005
H -1.680 1.372 -5.323 -0.2 0.6 0.0 0.004
H -0.695 0.589 -6.512 0.0 -0.2 0.1 0.007
H -0.226 2.192 -6.139 0.2 0.2 0.8 0.011
O 0.329 0.709 -0.503 3.8 -0.5 -1.8 0.010
C -0.756 0.717 0.009 1.7 0.5 0.6 0.000
N -1.726 1.228 -0.691 -3.4 0.6 0.2 0.000
C -0.894 0.272 1.395 -2.4 -1.3 0.8 0.001
H -1.583 1.626 -1.608 -0.1 0.0 0.4 0.000
H -2.639 1.227 -0.260 -0.3 0.2 -0.7 0.000
H -1.081 1.089 2.093 0.6 0.0 0.0 0.000
H -0.221 -0.525 1.710 0.7 0.8 -0.1 0.000
H -1.837 -0.274 1.418 -0.5 0.0 0.2 0.000
O -4.507 -0.568 -1.627 1.7 -1.0 -1.7 -0.003
C -3.895 -0.945 -2.652 -3.9 0.2 1.6 0.007
N -2.630 -0.643 -2.939 1.6 0.2 -0.6 0.002
C -4.573 -1.800 -3.744 0.5 0.1 1.0 -0.001
H -1.973 -0.352 -2.229 -0.4 0.2 -0.1 -0.003
H -2.421 -0.506 -3.918 0.2 -0.4 0.4 -0.004
H -3.950 -1.698 -4.633 -0.7 -0.1 -0.4 0.001
H -5.647 -1.636 -3.837 0.3 0.6 -0.3 0.000
H -4.546 -2.847 -3.443 0.5 -0.1 0.2 0.000
```
Forces are in eV/Å.

2S+1 = 6
Charge = +1
Orbital gap (spin up / spin down) = 7.245 / 2.355 eV
E_LUMO (spin up / spin down) = -3.11 / -8.73 eV


# C5H14NO2

2 unconnected molecules or ions with the total composition C5H14NO2 at a distorted geometry (ωB97M-V with the def2-TZVPD basis set, the Open Molecules 2025 dataset).

Structure (XYZ):
```
22
Properties=species:S:1:pos:R:3:forces:R:3:nbo_charge:R:1
C 1.797 0.037 -1.169 -0.3 -0.5 -0.4 -0.079
O 1.482 -0.696 -2.335 -0.1 0.1 -0.4 -0.739
C 0.492 0.073 -0.386 0.9 0.8 0.9 -0.056
C 0.737 0.757 0.980 0.8 -0.6 0.0 -0.474
C -0.180 0.273 2.069 0.1 0.7 -1.0 -0.223
C 0.238 -0.062 3.267 -0.5 -0.7 1.2 -0.327
N -0.561 0.821 -1.162 -0.3 0.3 0.8 -0.678
H 2.585 -0.447 -0.592 -0.2 -0.2 0.2 0.206
H 2.175 1.047 -1.374 -0.3 0.1 -0.1 0.182
H 2.224 -0.802 -2.943 0.0 0.1 0.2 0.502
H 0.052 -0.903 -0.201 0.4 -0.3 -0.3 0.231
H 0.843 1.846 0.909 -0.6 0.0 -0.2 0.229
H 1.758 0.489 1.270 -0.1 -0.2 0.0 0.245
H -1.229 0.242 1.774 -0.1 0.1 0.5 0.186
H 1.253 -0.171 3.633 0.2 0.5 -0.6 0.214
H -0.465 -0.333 4.046 -0.2 -0.1 -0.2 0.218
H -0.648 0.548 -2.142 0.3 0.0 -0.1 0.462
H -1.459 0.623 -0.713 -0.4 -0.1 -0.2 0.457
H -0.407 1.827 -1.042 0.0 -0.1 -0.5 0.437
H -2.691 -1.329 0.172 -0.6 -0.3 -0.2 0.471
H -3.695 -1.668 -0.980 0.3 0.4 0.4 0.499
O -3.318 -0.936 -0.455 0.5 -0.1 -0.1 -0.964
```
Forces are in eV/Å.

Charge = +1
Orbital gap = 10.540 eV
E_LUMO = -3.10 eV


# C20H42O9

3 unconnected molecules or ions with the total composition C20H42O9 at a distorted geometry (ωB97M-V with the def2-TZVPD basis set, the Open Molecules 2025 dataset).

Structure (XYZ):
```
71
Properties=species:S:1:pos:R:3:forces:R:3:lowdin_charge:R:1
C -1.911 -1.808 2.386 -0.1 0.1 0.5 -0.099
C -2.480 -3.035 3.112 -0.2 0.2 -0.2 -0.239
C -3.340 -3.997 2.272 0.3 0.2 -0.1 -0.217
C -2.978 -4.158 0.801 0.0 -0.9 0.1 -0.217
C -1.573 -4.737 0.534 0.1 1.2 -0.2 -0.180
C -0.730 -3.773 -0.326 0.0 -1.0 -0.1 -0.222
C 0.441 -4.464 -1.012 0.2 0.3 0.3 -0.204
C 1.482 -3.542 -1.673 -0.4 -0.2 -0.1 -0.154
C 0.938 -2.349 -2.477 0.4 -0.2 -0.1 -0.211
O 1.442 -1.087 -2.066 -0.2 0.2 -0.1 -0.148
C 0.775 -0.494 -0.959 0.3 -0.2 -0.3 -0.170
C -0.616 0.033 -1.243 0.1 0.4 0.1 -0.175
O -0.586 1.342 -1.814 0.1 -0.4 -0.1 -0.095
C -0.506 1.348 -3.230 0.0 0.3 -0.2 -0.254
O 0.300 2.383 -3.688 -0.2 -0.3 -0.1 -0.096
C 1.686 2.085 -3.784 0.4 0.4 0.1 -0.238
C 2.468 2.448 -2.518 -0.1 0.2 -0.4 -0.058
H -0.843 -1.903 2.241 0.2 -0.1 -0.3 0.059
H -2.045 -0.927 3.004 0.0 0.2 0.1 0.065
H -2.402 -1.597 1.446 0.0 0.0 -0.3 0.058
H -1.671 -3.562 3.607 0.2 -0.2 0.0 0.096
H -3.118 -2.667 3.907 -0.1 0.0 0.3 0.093
H -3.294 -4.983 2.728 -0.1 -0.2 0.2 0.105
H -4.380 -3.685 2.334 -0.2 0.1 0.0 0.104
H -3.700 -4.862 0.391 -0.2 0.0 -0.1 0.104
H -3.128 -3.245 0.241 0.0 0.4 0.0 0.089
H -1.050 -4.833 1.481 0.1 -0.4 0.2 0.109
H -1.629 -5.699 0.040 0.0 -0.3 0.0 0.106
H -1.378 -3.346 -1.084 -0.1 0.4 0.0 0.102
H -0.351 -3.014 0.341 0.0 0.6 0.0 0.084
H 0.072 -5.181 -1.739 -0.2 -0.1 -0.2 0.110
H 0.944 -5.060 -0.253 0.2 -0.2 0.1 0.111
H 2.048 -4.159 -2.363 0.3 -0.1 -0.1 0.101
H 2.209 -3.186 -0.951 0.0 0.2 0.3 0.114
H 1.262 -2.460 -3.507 0.1 0.1 -0.2 0.120
H -0.145 -2.362 -2.516 -0.4 0.1 0.2 0.097
H 1.373 0.364 -0.678 0.2 0.2 0.0 0.123
H 0.788 -1.173 -0.109 -0.2 -0.2 0.2 0.110
H -1.125 0.134 -0.291 -0.2 0.1 0.2 0.117
H -1.215 -0.640 -1.852 -0.1 -0.2 -0.1 0.118
H -0.147 0.392 -3.608 0.2 -0.3 0.1 0.125
H -1.497 1.522 -3.650 -0.2 0.2 0.1 0.135
H 2.062 2.704 -4.592 -0.1 0.1 -0.3 0.111
H 1.861 1.054 -4.081 -0.2 -0.3 0.1 0.110
H 3.120 1.645 -2.194 0.0 -0.2 0.2 0.071
H 1.761 2.736 -1.751 0.0 -0.1 0.3 0.072
H 3.098 3.307 -2.717 0.2 0.2 0.1 0.061
C -3.995 2.535 0.684 0.1 0.0 -0.2 -0.035
O -5.127 2.782 1.526 0.0 0.0 0.0 0.005
C -5.062 2.193 2.720 0.0 0.0 -0.1 -0.622
O -4.158 1.501 3.114 -0.1 0.0 0.0 0.116
O -6.167 2.501 3.401 0.1 0.0 -0.1 0.004
C -6.230 1.931 4.710 -0.1 0.0 0.2 -0.041
H -4.179 3.070 -0.243 -0.1 0.0 0.1 0.095
H -3.082 2.911 1.143 0.0 -0.1 0.1 0.099
H -3.896 1.472 0.476 0.0 0.0 0.1 0.092
H -5.403 2.285 5.323 0.1 -0.1 0.0 0.097
H -6.215 0.844 4.657 0.1 0.0 0.0 0.096
H -7.169 2.260 5.143 0.0 0.1 -0.1 0.093
C 4.676 5.744 -0.116 -0.2 0.1 0.0 -0.038
O 5.379 4.631 -0.673 0.1 0.0 0.0 -0.002
C 6.533 4.351 -0.067 0.0 0.0 0.0 -0.621
O 7.002 4.942 0.871 0.0 0.0 -0.1 0.124
O 7.079 3.299 -0.682 -0.1 0.0 0.0 0.002
C 8.331 2.883 -0.133 0.1 -0.1 0.0 -0.041
H 3.767 5.854 -0.700 0.0 -0.1 -0.1 0.092
H 4.417 5.554 0.924 0.1 0.0 0.0 0.098
H 5.270 6.652 -0.193 0.1 0.0 0.1 0.097
H 8.215 2.583 0.906 0.0 0.1 0.0 0.097
H 9.069 3.679 -0.211 0.0 0.0 0.1 0.097
H 8.655 2.030 -0.722 -0.1 0.0 -0.1 0.092
```
Forces are in eV/Å.

SMILES string = CCCCCCCCCOCCOCOCC.COC(=O)OC.COC(=O)OC
Orbital gap = 10.138 eV
E_LUMO = 0.72 eV


# C8H14N4S

A single C8H14N4S molecule at a distorted geometry (ωB97M-V with the def2-TZVPD basis set, the Open Molecules 2025 dataset).

Structure (XYZ):
```
27
Properties=species:S:1:pos:R:3:forces:R:3:nbo_charge:R:1
N -3.068 0.876 -3.816 0.4 0.1 0.2 -0.807
C -2.440 0.270 -2.749 1.3 0.6 -0.1 0.217
N -3.006 -0.004 -1.651 -0.6 -0.4 0.6 -0.308
N -2.142 -0.383 -0.653 -0.5 0.0 0.3 -0.357
C -0.909 -0.365 -1.021 0.8 -0.6 0.9 0.233
N 0.120 -0.804 -0.209 -0.4 0.1 -0.8 -0.451
C -0.237 -1.282 1.129 0.4 0.4 0.6 -0.215
C -0.282 -0.121 2.172 -1.4 -1.2 0.0 -0.431
C 0.569 1.056 1.817 2.0 -0.2 0.0 -0.397
C 2.118 0.746 1.641 -1.8 0.9 0.0 -0.401
C 2.435 -0.357 0.668 0.0 -0.7 -1.5 -0.414
C 1.519 -0.447 -0.590 -1.0 0.9 1.6 -0.206
S -0.667 0.166 -2.651 -0.2 0.1 -0.6 0.255
H -2.761 0.576 -4.716 0.2 -0.2 -0.5 0.379
H -4.053 0.788 -3.705 -0.8 0.1 0.0 0.393
H 0.478 -2.048 1.430 0.0 0.0 -0.1 0.190
H -1.242 -1.731 1.174 0.5 0.0 -0.7 0.243
H -1.341 0.182 2.076 0.4 0.2 0.6 0.224
H -0.127 -0.561 3.195 0.0 0.6 -0.8 0.205
H 0.558 1.790 2.632 -0.5 0.2 -0.5 0.217
H 0.235 1.459 0.850 -0.2 0.3 0.5 0.202
H 2.518 0.553 2.634 0.3 -0.1 -0.1 0.207
H 2.524 1.692 1.269 0.3 -0.1 0.2 0.201
H 3.421 -0.180 0.226 0.1 -0.3 0.4 0.217
H 2.409 -1.324 1.147 0.4 -0.3 0.2 0.203
H 1.497 0.603 -0.951 0.0 -0.6 -0.5 0.193
H 1.873 -1.149 -1.349 0.2 0.2 0.1 0.206
```
Forces are in eV/Å.

SMILES string = Nc1nnc(N2CCCCCC2)s1
Orbital gap = 8.404 eV
E_LUMO = 0.60 eV


Relative energy (zero: lowest compared OMol25 entry of this formula, charge and spin) values (in eV) by entry order: 2.704, 1.894, 0.000, 0.223.